Here is C10H6NO5Sc as an isolated structure in a non-equilibrium geometry from the OMol25 dataset. Energies are from the ωB97M-V functional and the def2-TZVPD basis.

```
23
C10H6NO5Sc (the ωB97M-V functional and the def2-TZVPD basis)
O -0.74 2.22 -3.88
C -0.54 2.00 -2.76
Sc -0.01 0.99 -0.84
C -1.80 1.87 0.32
O -2.73 2.28 0.89
C -1.73 0.08 -1.86
O -0.99 -0.91 -1.98
C 1.69 0.56 -2.40
O 2.35 0.38 -3.33
C -3.16 0.27 -1.95
O -3.88 0.11 -0.95
H -3.52 0.64 -2.93
C 1.89 -1.47 2.89
C 2.49 -0.37 2.28
C 1.84 0.23 1.19
N 0.66 -0.28 0.75
C 0.07 -1.35 1.34
C 0.68 -1.97 2.43
H 2.41 -1.94 3.73
H 3.46 0.05 2.60
H 2.24 1.11 0.66
H -0.88 -1.67 0.92
H 0.20 -2.83 2.89
```

Results
Total charge: +2
LUMO (eV): -9.783
Relative energy (zero: lowest compared OMol25 entry of this formula, charge and spin) (eV): 0.000
Multiplicity: 1
Frontier orbital gap (Eh): 0.2589


Here is C31H45BClF2IrN6O2S2 as an isolated structure in a non-equilibrium geometry from the OMol25 dataset. Energies are from the ωB97M-V functional and the def2-TZVPD basis.

```
91
C31H45BClF2IrN6O2S2 (the ωB97M-V functional and the def2-TZVPD basis)
Ir -0.34 0.44 0.84
N -2.03 -1.24 0.05
C -1.97 -2.60 0.62
C -0.56 -2.93 1.08
C 0.44 -3.11 -0.06
C 1.76 -2.38 0.19
N 1.58 -0.92 0.13
H -2.93 -0.83 0.23
H -1.93 -1.26 -0.97
H -2.32 -3.34 -0.10
H -2.63 -2.63 1.48
H -0.59 -3.83 1.70
H -0.24 -2.10 1.72
H 0.01 -2.75 -0.99
H 0.66 -4.17 -0.20
H 2.50 -2.71 -0.54
H 2.12 -2.64 1.18
H 1.59 -0.61 -0.85
H 2.38 -0.46 0.56
S 3.01 1.41 6.83
C 2.15 1.14 5.29
C 1.64 2.20 4.55
C 1.07 1.93 3.32
N 0.97 0.70 2.82
C 1.42 -0.32 3.55
C 2.02 -0.15 4.79
C 4.51 1.95 5.97
C 4.67 3.26 5.57
C 5.80 3.57 4.83
N 6.72 2.68 4.50
C 6.57 1.44 4.92
C 5.48 1.01 5.66
H 1.69 3.21 4.92
H 0.68 2.73 2.71
H 1.31 -1.31 3.13
H 2.39 -1.00 5.34
H 3.94 4.02 5.82
H 5.97 4.58 4.47
H 7.36 0.75 4.64
H 5.39 -0.01 5.98
Cl -3.13 -1.65 -8.01
C -2.53 -1.22 -6.45
C -1.84 -2.17 -5.70
C -1.34 -1.83 -4.47
C -1.52 -0.52 -3.94
C -0.97 -0.16 -2.72
C -2.26 0.41 -4.72
C -2.75 0.06 -5.95
H -1.69 -3.16 -6.10
H -0.82 -2.56 -3.87
H -0.31 -0.84 -2.21
H -1.11 0.82 -2.30
H -2.41 1.41 -4.33
H -3.30 0.78 -6.55
F -1.83 2.22 2.51
C -1.98 0.85 2.36
F -1.78 0.34 3.62
H -3.04 0.69 2.12
S 2.17 0.61 -2.85
C 3.02 -0.54 -3.69
N 2.49 -1.65 -4.25
C 3.51 -2.48 -4.86
C 4.81 -1.68 -4.63
N 4.35 -0.57 -3.83
H 1.51 -1.76 -4.43
H 3.30 -2.65 -5.92
H 3.53 -3.45 -4.35
H 5.25 -1.33 -5.56
H 5.56 -2.27 -4.09
H 4.94 0.19 -3.56
C 1.39 5.41 0.62
C 1.09 4.33 -0.42
C 2.18 4.34 -1.49
O 1.12 3.03 0.22
B 0.10 2.27 -0.27
O -0.70 2.98 -1.12
C -0.35 4.38 -1.02
C -0.46 5.04 -2.39
C -1.37 5.01 -0.07
H 2.42 5.31 0.96
H 0.73 5.33 1.48
H 1.27 6.39 0.17
H 3.14 4.14 -1.02
H 2.23 5.32 -1.97
H 2.00 3.57 -2.23
H 0.13 4.52 -3.14
H -0.14 6.07 -2.32
H -1.50 5.02 -2.71
H -1.33 4.53 0.91
H -2.37 4.84 -0.47
H -1.21 6.08 0.03
```

Results
⟨S²⟩: 0.795
Total charge: +1
LUMO (alpha / beta) (eV): -3.280 / -3.291
Relative energy (zero: lowest compared OMol25 entry of this formula, charge and spin) (eV): 1.600
Multiplicity: 2
Frontier orbital gap (alpha / beta) (Eh): 0.2212 / 0.2727


Here is a 2-piece molecular cluster, C3H12N2P2 overall in a non-equilibrium geometry from the OMol25 dataset. Energies are from the ωB97M-V functional and the def2-TZVPD basis.

```
19
C3H12N2P2 (the ωB97M-V functional and the def2-TZVPD basis)
C -1.08 2.39 1.61
C 1.54 1.18 0.92
C -0.91 0.99 1.07
N -1.17 -3.43 -2.53
N 0.25 0.87 0.26
P -0.05 -2.16 -2.33
P 0.07 0.73 -1.35
H -0.21 2.57 2.27
H -1.00 3.10 0.69
H -2.05 2.55 1.96
H 1.64 2.17 1.06
H 1.51 0.69 1.96
H 2.34 0.92 0.21
H -0.94 0.19 1.83
H -1.71 0.73 0.40
H -0.78 -4.40 -2.53
H 0.31 -2.16 -0.93
H 1.07 -3.11 -2.55
H -1.79 -3.25 -3.33
```

Results
Total charge: 0
LUMO (eV): 0.068
Relative energy (zero: lowest compared OMol25 entry of this formula, charge and spin) (eV): 1.048
Multiplicity: 1
Frontier orbital gap (Eh): 0.2502


Here is an isolated molecule of C5H9NO in a non-equilibrium geometry from the OMol25 dataset. Energies are from the ωB97M-V functional and the def2-TZVPD basis.

```
16
C5H9NO (the ωB97M-V functional and the def2-TZVPD basis)
C -1.43 -0.34 -0.85
C -0.69 -0.27 0.47
O -0.60 -1.55 1.07
C 0.68 0.41 0.49
C 1.75 -0.20 -0.42
C 0.43 1.83 0.19
N 0.12 2.91 -0.06
H -1.66 0.68 -1.15
H -2.36 -0.89 -0.69
H -0.86 -0.85 -1.63
H -1.30 0.30 1.18
H -1.17 -1.33 1.80
H 1.03 0.34 1.53
H 2.71 0.31 -0.27
H 1.48 -0.10 -1.48
H 1.87 -1.26 -0.18
```

Results
Total charge: 0
LUMO (eV): 0.591
Relative energy (zero: lowest compared OMol25 entry of this formula, charge and spin) (eV): 1.282
Multiplicity: 1
Frontier orbital gap (Eh): 0.4192
SMILES string: C[C@@H](O)[C@@H](C)C#N


Here is C36H29N7O4Sc as an isolated structure in a non-equilibrium geometry from the OMol25 dataset. Energies are from the ωB97M-V functional and the def2-TZVPD basis.

```
77
C36H29N7O4Sc (the ωB97M-V functional and the def2-TZVPD basis)
Sc 0.05 0.37 -0.43
O -1.17 1.90 0.08
C -0.83 2.38 1.32
C -0.83 3.91 1.51
C -1.98 4.47 2.30
C -2.77 3.69 3.02
C -2.55 2.23 3.11
C -1.61 1.64 2.39
C -1.18 0.23 2.56
N -0.83 -0.55 1.35
C -1.49 -1.81 1.00
C -2.53 -1.44 -0.05
N -1.83 -0.74 -1.14
C -2.36 -0.75 -2.29
C -1.86 -0.06 -3.47
C -2.57 -0.24 -4.67
C -2.20 0.37 -5.85
C -1.08 1.20 -5.84
C -0.35 1.41 -4.68
C -0.70 0.78 -3.46
O 0.03 0.95 -2.42
H -0.79 4.39 0.53
H -2.19 5.53 2.23
H -3.60 4.11 3.58
H -3.13 1.67 3.84
H -1.83 -0.33 3.24
H -1.92 -2.31 1.88
H -0.77 -2.47 0.53
H -3.26 -0.75 0.38
H -3.05 -2.33 -0.42
H -3.28 -1.31 -2.45
H -3.44 -0.90 -4.65
H -2.76 0.21 -6.75
H -0.77 1.70 -6.75
H 0.52 2.05 -4.67
C 2.47 -2.43 -2.89
C 3.09 -3.32 -2.10
C 2.59 -3.53 -0.78
C 1.80 -2.54 -0.23
N 1.27 -1.51 -0.95
C 1.16 -1.88 -2.36
N 1.72 -2.64 1.18
C 1.25 -1.76 1.95
N 0.62 -0.52 1.60
C 0.41 0.33 2.92
N 0.92 1.59 3.02
C 0.71 2.34 1.83
C 0.61 3.86 2.11
C 1.60 4.71 1.39
C 2.36 4.20 0.43
C 2.26 2.77 0.08
N 1.57 1.91 0.70
C 0.88 -0.62 3.97
C 0.96 -0.40 5.34
C 1.46 -1.41 6.14
C 1.91 -2.61 5.59
C 1.86 -2.82 4.22
C 1.34 -1.81 3.42
H 2.87 -2.09 -3.84
H 4.01 -3.81 -2.41
H 2.99 -4.29 -0.13
H 0.90 -0.99 -2.92
H 0.66 4.04 3.18
H 1.68 5.76 1.65
H 3.07 4.80 -0.12
H 2.84 2.43 -0.78
H 0.65 0.56 5.74
H 1.53 -1.26 7.21
H 2.30 -3.38 6.24
H 2.23 -3.73 3.76
C 0.22 -2.52 -4.98
O -0.33 -3.21 -3.86
C 0.03 -2.90 -2.58
O -0.59 -3.45 -1.70
H -0.45 -2.72 -5.81
H 1.22 -2.91 -5.22
H 0.27 -1.45 -4.83
```

Results
Total charge: -1
LUMO (eV): 2.637
Relative energy (zero: lowest compared OMol25 entry of this formula, charge and spin) (eV): 5.112
Multiplicity: 1
Frontier orbital gap (Eh): 0.2428


Here is C2HLiNaO3 as an isolated structure from the OMol25 dataset. Energies are from the ωB97M-V functional and the def2-TZVPD basis.

```
8
C2HLiNaO3 (the ωB97M-V functional and the def2-TZVPD basis)
O -1.28 0.38 -0.13
C -2.12 -0.54 0.02
O 1.58 0.34 0.18
C 1.13 -0.73 0.16
O 0.76 -1.83 0.05
Na -0.04 2.21 -0.12
H -3.15 -0.12 0.15
Li -1.28 -2.47 -0.16
```

Results
Total charge: +1
LUMO (eV): -3.896
Relative energy (zero: lowest compared OMol25 entry of this formula, charge and spin) (eV): 0.000
Multiplicity: 1
Frontier orbital gap (Eh): 0.2688


Here is a 16-piece molecular cluster, H30NO18 overall in a non-equilibrium geometry from the OMol25 dataset. Energies are from the ωB97M-V functional and the def2-TZVPD basis.

```
49
H30NO18 (the ωB97M-V functional and the def2-TZVPD basis)
N 17.55 -6.00 4.56
O 17.06 -7.15 4.86
O 18.73 -5.98 4.13
O 16.77 -5.07 4.24
O 21.53 -7.61 3.61
H 22.30 -7.65 4.13
H 21.41 -6.67 3.54
O 18.22 -3.18 5.72
H 17.95 -4.09 5.77
H 18.81 -3.05 4.97
O 21.38 -4.91 3.63
H 21.70 -5.19 2.77
H 22.10 -5.10 4.30
O 15.99 -8.93 6.69
H 16.60 -8.54 6.05
H 16.49 -8.90 7.52
O 16.17 -9.13 3.12
H 16.49 -8.43 3.69
H 16.78 -9.02 2.40
O 20.35 -5.58 6.42
H 20.00 -5.79 5.56
H 21.02 -6.25 6.62
O 18.58 -7.60 1.23
H 18.83 -8.04 2.04
H 17.82 -7.01 1.42
O 18.88 -4.24 1.93
H 17.94 -4.04 1.91
H 18.98 -4.89 2.64
O 17.72 -5.46 7.54
H 18.64 -5.60 7.28
H 17.74 -5.43 8.50
O 15.09 -6.05 7.14
H 14.86 -6.10 6.20
H 16.02 -6.10 7.28
O 14.34 -6.34 3.52
H 13.60 -5.82 3.32
H 15.08 -5.75 3.67
O 14.49 -3.66 5.26
H 15.29 -3.58 5.79
H 14.38 -2.89 4.73
O 16.96 -2.42 3.26
H 17.14 -3.08 3.94
H 16.15 -2.70 2.91
O 19.17 -8.88 3.54
H 19.05 -9.82 3.29
H 20.10 -8.58 3.57
O 19.34 -8.26 6.11
H 20.00 -8.91 5.72
H 18.85 -8.07 5.36
```

Results
Total charge: -1
LUMO (eV): 1.795
Relative energy (zero: lowest compared OMol25 entry of this formula, charge and spin) (eV): 1.045
Multiplicity: 1
Frontier orbital gap (Eh): 0.3148


Here is C9H15NO6Rb as an isolated structure in a non-equilibrium geometry from the OMol25 dataset. Energies are from the ωB97M-V functional and the def2-TZVPD basis.

```
32
C9H15NO6Rb (the ωB97M-V functional and the def2-TZVPD basis)
Rb 0.97 1.11 -1.61
O 2.06 -1.94 -2.18
C 2.25 -2.73 -1.05
C 2.27 -2.02 0.28
N 1.23 -1.02 0.56
C -0.20 -1.45 0.59
C -1.00 -1.02 -0.66
O -2.19 -0.59 -0.45
O -0.46 -0.97 -1.81
C 1.62 -0.24 1.69
C 2.17 1.09 1.18
O 3.23 0.80 0.53
O 1.65 2.19 1.26
H 1.07 -1.88 -2.24
H 3.15 -3.37 -1.14
H 1.37 -3.43 -1.02
H 3.19 -1.51 0.35
H 2.16 -2.79 1.08
H -0.74 -1.01 1.50
H -0.27 -2.52 0.65
H 2.36 -0.69 2.32
H 0.69 -0.02 2.37
C -3.86 2.62 -0.84
C -2.33 2.42 -0.72
C -1.71 2.16 0.62
O -1.60 2.49 -1.71
H -4.36 1.85 -0.29
H -4.14 2.73 -1.93
H -3.88 3.52 -0.23
H -2.20 2.69 1.41
H -0.71 2.45 0.68
H -1.82 1.06 0.80
```

Results
Total charge: -1
LUMO (eV): 2.475
Relative energy (zero: lowest compared OMol25 entry of this formula, charge and spin) (eV): 1.043
Multiplicity: 1
Frontier orbital gap (Eh): 0.2576


Here is a 2-piece molecular cluster, C5H8O overall in a non-equilibrium geometry from the OMol25 dataset. Energies are from the ωB97M-V functional and the def2-TZVPD basis.

```
14
C5H8O (the ωB97M-V functional and the def2-TZVPD basis)
C -2.04 -0.55 -0.61
C -2.05 0.35 0.20
O -1.91 1.46 0.89
H -2.62 -1.14 -1.28
H -1.03 1.82 0.71
C 1.06 0.95 -0.79
C 0.97 0.19 0.32
C 1.00 -1.30 0.44
H 1.65 1.85 -0.83
H 0.50 0.72 -1.68
H 1.45 0.65 1.20
H 2.01 -1.68 0.56
H 0.58 -1.74 -0.46
H 0.44 -1.58 1.33
```

Results
Total charge: 0
LUMO (eV): 0.797
Relative energy (zero: lowest compared OMol25 entry of this formula, charge and spin) (eV): 4.263
Multiplicity: 1
Frontier orbital gap (Eh): 0.3745
SMILES string: C#CO.C=CC


Here is an isolated molecule of C25H36N4O in a non-equilibrium geometry from the OMol25 dataset. Energies are from the ωB97M-V functional and the def2-TZVPD basis.

```
66
C25H36N4O (the ωB97M-V functional and the def2-TZVPD basis)
C -0.61 5.85 7.61
C 0.30 4.62 7.55
C -0.15 3.64 6.47
C 0.76 2.42 6.39
C 0.29 1.34 5.42
C 0.28 1.77 3.95
C -1.11 2.20 3.47
C -1.08 2.77 2.05
N -0.72 1.78 1.06
C -1.59 1.30 0.15
O -2.73 1.72 0.02
C -1.05 0.23 -0.73
C 0.26 -0.22 -0.50
N 1.34 -0.53 -0.27
C -1.84 -0.25 -1.73
C -1.55 -1.27 -2.68
C -0.47 -2.14 -2.72
N -0.57 -2.96 -3.78
C 0.41 -3.94 -4.17
C 1.42 -3.36 -5.17
C 2.38 -2.39 -4.48
N 3.06 -3.01 -3.35
C 3.57 -2.02 -2.42
C 4.11 -3.91 -3.78
C -1.70 -2.65 -4.49
C -2.21 -3.19 -5.66
C -3.39 -2.67 -6.15
C -4.05 -1.63 -5.49
C -3.55 -1.08 -4.33
C -2.36 -1.59 -3.82
H -0.27 6.53 8.39
H -1.63 5.55 7.83
H -0.60 6.38 6.66
H 0.29 4.12 8.52
H 1.32 4.94 7.35
H -1.17 3.32 6.68
H -0.15 4.16 5.50
H 0.83 1.98 7.39
H 1.77 2.74 6.11
H 0.96 0.48 5.54
H -0.71 1.01 5.71
H 0.62 0.94 3.34
H 0.98 2.60 3.81
H -1.52 2.96 4.13
H -1.78 1.34 3.49
H -2.08 3.13 1.77
H -0.37 3.61 1.99
H 0.20 1.38 1.12
H -2.81 0.23 -1.81
H 0.34 -2.25 -2.03
H -0.10 -4.80 -4.61
H 0.96 -4.26 -3.28
H 0.89 -2.84 -5.97
H 1.98 -4.19 -5.62
H 3.09 -1.99 -5.22
H 1.80 -1.54 -4.10
H 4.04 -2.54 -1.58
H 4.32 -1.36 -2.88
H 2.76 -1.41 -2.03
H 3.70 -4.69 -4.40
H 4.56 -4.37 -2.90
H 4.91 -3.39 -4.34
H -1.71 -3.99 -6.18
H -3.82 -3.07 -7.06
H -4.98 -1.25 -5.90
H -4.06 -0.28 -3.83
```

Results
Total charge: 0
LUMO (eV): -0.109
Relative energy (zero: lowest compared OMol25 entry of this formula, charge and spin) (eV): 2.680
Multiplicity: 1
Frontier orbital gap (Eh): 0.2876
SMILES string: CCCCCCCCNC(=O)/C(C#N)=C/c1cn(CCCN(C)C)c2ccccc12


Here is an isolated ion of composition CH3N2S and charge +1 in a non-equilibrium geometry from the OMol25 dataset. Energies are from the ωB97M-V functional and the def2-TZVPD basis.

```
7
CH3N2S (the ωB97M-V functional and the def2-TZVPD basis)
C -0.93 -0.22 -0.21
N -1.33 1.05 -0.27
N 0.26 -0.69 -0.20
S -2.59 -0.24 0.09
H -1.22 1.93 0.37
H 1.20 -0.11 -0.28
H 0.37 -1.68 0.03
```

Results
Total charge: +1
LUMO (eV): -5.568
Relative energy (zero: lowest compared OMol25 entry of this formula, charge and spin) (eV): 0.241
Multiplicity: 1
Frontier orbital gap (Eh): 0.3435


relative energy (zero: lowest compared OMol25 entry of this formula, charge and spin) of number 11 (CH3N2S)? 0.241 eV


Look up the multiplicity of the first one. 1


relative energy (zero: lowest compared OMol25 entry of this formula, charge and spin) of number 8 (C9H15NO6Rb)? 1.043 eV